Record 1
Density functional theory data (ωB97M-V/def2-TZVPD) for one molecule with the formula C6H10N2O2 in a non-equilibrium geometry.

CARTESIAN COORDINATES (ANGSTROEM)
1 H -4.06 0.30 0.36
2 N -3.15 0.10 -0.16
3 N -2.26 0.15 0.69
4 C -0.88 -0.09 0.06
5 O -0.99 -0.47 -1.26
6 C -0.21 1.26 0.14
7 C 1.34 1.19 0.08
8 C 1.69 -0.07 -0.65
9 C 1.44 -1.28 0.32
10 O 0.48 -2.16 -0.10
11 C 0.03 -1.20 0.71
12 H -1.21 -1.38 -1.36
13 H -0.63 2.04 -0.56
14 H -0.50 1.60 1.19
15 H 1.72 2.03 -0.59
16 H 1.66 1.24 1.08
17 H 0.97 -0.10 -1.43
18 H 2.72 -0.01 -0.95
19 H 2.29 -1.59 0.84
20 H -0.44 -1.56 1.62

Output
structure (SMILES) = [H]/N=N/[C@@]1(O)CCC[C@@H]2O[C@@H]21
LUMO energy = 1.021 eV
E_tot = -494.48124 a.u.
ΔE to the lowest compared entry with this formula, charge and spin = 102.0 kcal/mol
net charge = 0
maximum force = 4.95 eV Å⁻¹
frontier orbital gap = 10.25 eV
HOMO = -9.2303 eV

Results of the Löwdin charge analysis, in e, for atoms 1 through 2: H 0.091; N 0.076



Record 2
Density functional theory data (ωB97M-V/def2-TZVPD) for one molecule with the formula C6H10N2O2 in a non-equilibrium geometry.

CARTESIAN COORDINATES (ANGSTROEM)
1 C 1.91 -0.11 -0.55
2 C 0.60 0.13 0.14
3 C 0.53 1.55 0.79
4 N 0.18 -1.02 0.95
5 C -1.07 -1.47 0.44
6 N -0.80 -1.36 -0.94
7 C -0.57 0.10 -0.91
8 C -1.82 0.61 -0.19
9 O -2.44 1.58 -0.33
10 O -2.18 -0.35 0.66
11 H 2.10 -0.11 -1.70
12 H 2.20 -1.21 -0.31
13 H 2.78 0.40 -0.14
14 H 1.52 1.53 1.41
15 H -0.17 1.68 1.49
16 H 0.52 2.17 -0.06
17 H 0.18 -0.72 2.01
18 H -1.35 -2.45 0.75
19 H -1.60 -1.45 -1.60
20 H -0.49 0.51 -1.91

Output
structure (SMILES) = CC1(C)N[C@@H]2N[C@H]1C(=O)O2
LUMO energy = 0.837 eV
E_tot = -494.56733 a.u.
ΔE to the lowest compared entry with this formula, charge and spin = 47.9 kcal/mol
net charge = 0
maximum force = 6.37 eV Å⁻¹
frontier orbital gap = 10.30 eV
HOMO = -9.4583 eV

Results of the Löwdin charge analysis, in e, for atoms 1 through 2: C -0.057; C -0.507